No. 1
Molecular formula: C26H50Cl2O5SSi2TeTi
Method: DFT, ωB97M-V/def2-TZVPD

LUMO level (Eh): -0.08140
Energy relative to the best compared isomer or geometry (same formula, charge and spin) (kJ/mol): 0.00
Net charge: +1
Expectation value of S²: 0.75
Kohn-Sham gap (eV): 7.20
Spin multiplicity: 2
Max |F| (eV/A): 0.34

Last column: Löwdin spin population.
Atoms and positions in Å:
Ti1 -0.1953 -0.7688 -0.3015  0.95
C1 -1.0518 0.1318 -3.3617  0.00
C2 -0.5740 -1.3277 -3.4175  0.00
O1 -0.9452 -2.0159 -2.2203  0.01
C3 -2.3134 -2.4188 -2.1743  0.00
C4 -2.5421 -2.8884 -0.7606  0.00
O2 -2.1523 -1.8415 0.1340  0.01
C5 -3.2123 -0.9815 0.5736  0.00
C6 -2.5434 0.1394 1.3309  0.00
O3 -1.5897 0.7751 0.4737  0.01
C7 -2.1184 1.8457 -0.3210  0.00
C8 -1.4368 1.7892 -1.6660  0.00
O4 -1.3977 0.3992 -2.0019  0.00
H1 -1.9299 0.3134 -3.9862  0.00
H2 -0.2417 0.7935 -3.6750  0.00
H3 0.5120 -1.3706 -3.4501  0.00
H4 -0.9816 -1.8501 -4.2845  0.00
H5 -2.4870 -3.2254 -2.8911  0.00
H6 -2.9642 -1.5737 -2.4182  0.00
H7 -1.9025 -3.7415 -0.5328  0.00
H8 -3.5826 -3.1688 -0.5914  0.00
H9 -3.8904 -1.5403 1.2230  0.00
H10 -3.7687 -0.6056 -0.2913  0.00
H11 -1.9681 -0.2612 2.1621  0.00
H12 -3.2642 0.8645 1.7102  0.00
H13 -1.9238 2.7931 0.1849  0.00
H14 -3.1951 1.7025 -0.4387  0.00
H15 -0.4201 2.1854 -1.6257  0.00
H16 -2.0095 2.3511 -2.4075  0.00
Cl1 1.5683 -2.6690 -0.9385  0.00
C9 3.0845 -1.7897 -0.9920  0.00
C10 4.2395 -2.5365 -0.8599  0.00
C11 5.4604 -1.8945 -0.9642  0.00
C12 5.4969 -0.5341 -1.2211  0.00
C13 4.3199 0.1832 -1.3496  0.00
Cl2 4.4456 1.8672 -1.7265  0.00
C14 3.0580 -0.4139 -1.2117  0.01
S1 1.5839 0.5364 -1.3293  0.01
H17 4.1785 -3.6011 -0.6830  0.00
H18 6.3793 -2.4534 -0.8606  0.00
H19 6.4393 -0.0163 -1.3285  0.00
C15 2.3093 -1.5735 2.6016  0.00
C16 0.7869 -1.6321 2.5822  0.00
C17 0.2038 -0.8322 3.7401  0.00
C18 0.2841 -3.0694 2.6073  0.00
O5 0.3573 -1.0319 1.3567  -0.02
H20 2.6949 -1.9653 3.5436  0.00
H21 2.6409 -0.5407 2.4829  0.00
H22 2.7231 -2.1667 1.7853  0.00
H23 0.6355 -1.1672 4.6835  0.00
H24 -0.8779 -0.9632 3.8072  0.00
H25 0.4305 0.2276 3.6178  0.00
H26 0.5742 -3.5570 3.5385  0.00
H27 0.7104 -3.6346 1.7769  0.00
H28 -0.8051 -3.0927 2.5308  0.00
C19 2.8042 1.4929 5.3237  0.00
Si1 2.8611 3.2912 4.8059  0.00
C20 2.7214 4.3813 6.3208  0.00
C21 4.4634 3.6402 3.9047  0.00
C22 1.4080 3.6708 3.6703  0.00
Te1 1.4286 2.5541 1.8282  0.00
C23 2.4821 4.0653 0.7405  0.00
Si2 1.4520 5.4905 0.0941  0.00
C24 0.2789 4.8192 -1.2149  0.00
C25 2.6126 6.7372 -0.6784  0.00
C26 0.4328 6.3108 1.4322  0.00
H29 3.7129 1.2271 5.8682  0.00
H30 2.7332 0.8320 4.4578  0.00
H31 1.9544 1.2944 5.9807  0.00
H32 3.5176 4.1658 7.0364  0.00
H33 1.7682 4.2231 6.8296  0.00
H34 2.7884 5.4389 6.0585  0.00
H35 5.3212 3.4284 4.5464  0.00
H36 4.5306 4.6879 3.6027  0.00
H37 4.5569 3.0174 3.0122  0.00
H38 1.4058 4.7244 3.3846  0.00
H39 0.4505 3.4763 4.1568  0.00
H40 2.9130 3.5329 -0.1087  0.00
H41 3.3135 4.3863 1.3682  0.00
H42 0.7543 4.0331 -1.8074  0.00
H43 -0.0311 5.6141 -1.8965  0.00
H44 -0.6242 4.4125 -0.7525  0.00
H45 3.1729 6.2995 -1.5073  0.00
H46 3.3349 7.1046 0.0535  0.00
H47 2.0639 7.5986 -1.0648  0.00
H48 -0.1705 5.5831 1.9799  0.00
H49 -0.2483 7.0353 0.9793  0.00
H50 1.0532 6.8516 2.1496  0.00

***

No. 2
Molecular formula: C26H50ClF3O2P2Si2W
Method: DFT, ωB97M-V/def2-TZVPD

LUMO level (spin up / spin down) (Eh): -0.03477 / -0.05638
Expectation value of S²: 2.03
Kohn-Sham gap (spin up / spin down) (eV): 5.08 / 4.50
Spin multiplicity: 3
Max |F| (eV/A): 6.62

Last column: Löwdin spin population.
Atoms and positions in Å:
W1 0.0604 -0.1192 -0.2558  1.82
C1 -0.8592 -2.3197 0.8371  0.00
C2 -1.6503 -2.0180 -0.2876  -0.01
C3 -0.7683 -2.0863 -1.4212  0.02
Si1 -3.4581 -1.6042 -0.1356  0.00
C4 0.5327 -2.3999 -0.9569  0.02
C5 0.4835 -2.5342 0.4741  -0.01
Si2 1.8022 -2.8740 1.7426  0.00
H1 -1.2144 -2.2909 1.8529  0.00
H2 -1.0555 -1.9843 -2.4552  0.01
H3 1.3942 -2.5728 -1.5812  0.01
Cl1 2.3089 3.7347 -3.9303  0.00
C6 0.9931 -3.4568 3.3326  0.00
C7 3.0052 -4.1970 1.1587  0.00
C8 -4.0911 -2.2187 1.5205  0.00
C9 -4.4732 -2.3981 -1.5060  0.00
H4 2.5646 -5.1841 1.2983  0.00
H5 3.9307 -4.1664 1.7337  0.00
H6 3.2695 -4.1086 0.1071  0.00
H7 0.3809 -2.6724 3.7750  0.00
H8 1.7481 -3.7350 4.0681  0.00
H9 0.3580 -4.3258 3.1654  0.00
H10 -4.6275 -3.4547 -1.2879  0.00
H11 -4.0010 -2.3370 -2.4841  0.00
H12 -5.4556 -1.9324 -1.5859  0.00
H13 -3.9093 -3.2847 1.6508  0.00
H14 -5.1649 -2.0525 1.6079  0.00
H15 -3.6116 -1.6926 2.3446  0.00
C10 2.6824 -1.2367 2.1152  0.00
C11 -3.6217 0.2846 -0.1465  0.00
P1 2.6820 -0.1720 0.6259  -0.01
H16 3.6662 -1.3692 2.5634  0.00
H17 2.0541 -0.7194 2.8416  0.00
P2 -2.2882 1.0239 -1.1605  -0.01
H18 -3.4210 0.6070 0.8761  0.00
H19 -4.6208 0.6290 -0.4107  0.00
C12 -2.4910 2.8894 -1.0532  0.00
C13 -2.8097 0.5917 -2.9086  0.00
C14 3.9183 -1.0287 -0.4924  0.00
C15 3.5160 1.4431 1.1044  0.00
C16 2.4845 2.5372 1.3418  0.00
H20 4.1009 1.7091 0.2207  0.00
C17 4.4538 1.3306 2.2973  0.00
H21 3.8950 1.1634 3.2161  0.00
H22 5.0058 2.2637 2.4197  0.00
H23 5.1800 0.5295 2.1983  0.00
H24 1.7658 2.5982 0.5306  0.00
H25 2.9812 3.5049 1.4272  0.00
H26 1.9239 2.3621 2.2563  0.00
H27 3.4762 -2.0192 -0.6032  0.00
C18 5.3164 -1.2022 0.0795  0.00
C19 3.9684 -0.3979 -1.8740  0.00
H28 5.3127 -1.6194 1.0832  0.00
H29 5.8548 -0.2564 0.1051  0.00
H30 5.8920 -1.8809 -0.5519  0.00
H31 3.0359 -0.5308 -2.4115  0.00
H32 4.7692 -0.8494 -2.4608  0.00
H33 4.1696 0.6716 -1.8252  0.00
H34 -2.8408 -0.4977 -2.8776  0.00
C20 -1.7519 0.9859 -3.9262  0.00
C21 -4.1850 1.0867 -3.3266  0.00
H35 -4.9567 0.8483 -2.5989  0.00
H36 -4.4741 0.6217 -4.2703  0.00
H37 -4.1865 2.1633 -3.4865  0.00
H38 -0.8364 0.4204 -3.7916  0.00
H39 -1.4977 2.0428 -3.8588  0.00
H40 -2.1208 0.8061 -4.9366  0.00
C22 -1.4810 3.4896 -0.0854  0.00
C23 -3.8991 3.3432 -0.6971  0.00
H41 -2.2518 3.2397 -2.0602  0.00
H42 -4.1355 3.0989 0.3367  0.00
H43 -4.6652 2.9018 -1.3271  0.00
H44 -3.9720 4.4269 -0.7984  0.00
H45 -1.7189 3.2347 0.9442  0.00
H46 -1.4803 4.5770 -0.1747  0.00
H47 -0.4741 3.1347 -0.2805  0.00
C24 0.9820 1.3492 -1.8148  -0.01
H48 1.1557 0.7244 -2.7005  0.01
H49 0.3539 2.1715 -2.1606  0.00
H50 1.9532 1.7858 -1.5763  0.00
F1 0.0121 1.7566 4.5740  0.00
C25 -0.7352 2.0977 3.4624  0.00
F2 -2.0576 2.2536 3.8339  0.00
F3 -0.2673 3.2978 2.9595  0.00
C26 -0.6326 1.0066 2.4425  0.03
O1 -1.0365 -0.1906 2.7669  0.02
O2 -0.1446 1.2527 1.2427  0.09

***

Among the records above, which one has the highest spin multiplicity? C26H50ClF3O2P2Si2W

***

What is the spin multiplicity in the first record? 2

***

Among the records above, which one has the lowest expectation value of S²? C26H50Cl2O5SSi2TeTi

***

The lowest expectation value of S² belongs to which entry? C26H50Cl2O5SSi2TeTi